(1)
This record from the OMol25 dataset describes 2 unconnected molecules or ions with the total composition C4H11NO2. The level of theory is ωB97M-V/def2-TZVPD.

Values from the calculation:
SMILES = CCC(N)=O.CO
highest occupied orbital energy = -9.88 eV
orbital gap = 0.394 hartree

Structure (XYZ):
```
18
Properties=species:S:1:pos:R:3:lowdin_charge:R:1
C -0.6100 -1.0214 -0.9406 -0.1850
C -0.8045 0.4246 -1.3684 -0.1405
C -1.1297 -1.1206 0.4818 -0.4569
O -1.5377 -0.2662 1.3082 0.0063
N -1.0827 -2.4434 1.0266 0.1042
H -1.1097 -1.6586 -1.7608 0.1485
H 0.3803 -1.2424 -0.8964 0.0666
H -1.8290 0.4321 -1.9577 0.1010
H -0.9595 -2.5816 2.0530 0.1168
H -0.6936 -3.1472 0.4308 0.0678
H -0.0163 0.7865 -2.1160 0.0926
H -0.9860 1.2351 -0.5905 0.0676
C 2.0865 1.6426 0.7253 -0.1483
O 0.8558 2.1224 0.2893 -0.1378
H 0.2377 2.4485 0.9858 0.1115
H 2.2440 0.7324 0.1957 0.0709
H 2.0938 1.4118 1.7189 0.0587
H 2.8606 2.2454 0.4151 0.0557
```


(2)
This record from the OMol25 dataset describes 2 unconnected molecules or ions with the total composition C2H10NO. The level of theory is ωB97M-V/def2-TZVPD.

Values from the calculation:
2S+1 = 2
highest occupied orbital energy (spin up / spin down) = -22.69 / -22.58 eV
net charge = +2
orbital gap (spin up / spin down) = 0.536 / 0.284 hartree

Structure (XYZ):
```
14
Properties=species:S:1:pos:R:3:lowdin_charge:R:1
N -1.2888 0.7497 1.6778 0.3295
H -1.2288 1.7049 2.0254 0.1638
H -0.6455 0.7403 0.8511 0.0996
H -2.2929 0.5999 1.5513 0.1764
H -0.8721 0.2017 2.4378 0.1724
C 1.1873 -0.0289 -1.0576 -0.0877
O 0.2794 0.9742 -0.6517 0.1569
C 0.4741 -1.4230 -0.8364 0.0747
H 1.9943 0.1551 -0.3257 0.1951
H 1.4944 0.1547 -2.0857 0.1622
H -0.1233 1.4499 -1.4167 0.2057
H -0.5557 -1.5004 -1.1737 0.1123
H 0.3983 -1.6171 0.2371 0.0970
H 1.1792 -2.1610 -1.2331 0.1420
```


(3)
This record from the OMol25 dataset describes a molecular structure, C15H45F2K3NO24P5S2. The level of theory is ωB97M-V/def2-TZVPD.

Values from the calculation:
highest occupied orbital energy = -13.44 eV
net charge = +2
orbital gap = 0.201 hartree

Structure (XYZ):
```
97
Properties=species:S:1:pos:R:3:lowdin_charge:R:1
K -0.3665 -2.2240 -4.9213 0.9414
K 1.7849 -3.5479 -1.7790 0.9433
K -2.8541 0.9629 -3.9636 0.9539
N 0.2310 -1.1807 -2.4687 -0.4225
S -0.7679 -0.9659 -1.1610 0.5644
O -2.1408 -0.5508 -1.3583 -0.2802
O -0.1527 -0.7667 0.1503 -0.1867
F -1.0271 -2.6084 -1.1643 -0.2666
S 0.5983 0.3186 -2.4234 0.4056
O 1.6348 0.7093 -1.5355 -0.1796
O -0.4441 1.3146 -2.7182 -0.3588
F 1.4065 0.4261 -3.8172 -0.2024
C -0.6121 1.0135 5.6595 -0.1563
O -1.5372 1.6871 4.9358 -0.1662
P -2.7973 0.9072 4.4334 0.4440
O -3.2120 -0.2407 5.2364 -0.2129
O -3.9567 2.0524 4.4747 -0.2395
C -4.6588 2.4340 5.6604 -0.0854
O -2.4199 0.5587 2.8638 -0.1977
C -3.2339 -0.0783 1.9583 -0.1635
H -0.4881 -0.0103 5.3066 0.0442
H -0.6333 1.0324 6.7491 0.1114
H 0.4033 1.3298 5.4208 0.0859
H -3.9681 2.5439 6.4965 0.0911
H -5.2407 1.5335 5.8569 0.0848
H -5.3679 3.2606 5.6175 0.0926
H -2.9882 0.3083 0.9693 0.0653
H -4.2672 0.2560 1.8654 0.0911
H -3.3781 -1.1584 1.9836 0.0970
C 3.0126 -3.5751 6.8169 -0.1285
O 2.0462 -3.7003 5.8345 -0.2253
P 1.8132 -2.5119 4.6888 0.4959
O 1.6912 -1.1346 5.2602 -0.2234
O 3.0803 -2.6211 3.6577 -0.1963
C 3.3513 -3.9245 3.2122 -0.1458
O 0.5278 -3.0476 3.9580 -0.1900
C -0.2095 -2.0482 3.3192 -0.1234
H 3.7739 -4.3496 6.7241 0.0871
H 2.5879 -3.7329 7.8083 0.0997
H 3.5037 -2.6152 6.6568 0.0890
H 2.4184 -4.4361 2.9754 0.0770
H 3.8892 -4.6053 3.8720 0.0951
H 3.9219 -3.9441 2.2838 0.0797
H 0.3467 -1.2089 2.9018 0.0902
H -0.7341 -1.5483 4.1335 0.0690
H -0.9256 -2.4762 2.6177 0.0946
C 4.1521 2.1366 -5.2378 -0.1159
O 4.5491 3.5242 -5.1581 -0.2344
P 3.5018 4.5308 -5.9840 0.4468
O 3.1066 4.0991 -7.3015 -0.2041
O 2.2468 4.6543 -4.9747 -0.2126
C 1.1060 3.7512 -4.8624 -0.0789
O 4.1952 5.9645 -5.9384 -0.1554
C 4.6207 6.5067 -4.8314 -0.1850
H 5.1213 1.6402 -5.2850 0.0961
H 3.4807 1.8680 -6.0533 0.0785
H 3.6817 1.7628 -4.3283 0.0622
H 0.3107 4.3105 -5.3551 0.0908
H 0.7749 3.6444 -3.8294 0.0637
H 1.0732 2.7465 -5.2838 0.0692
H 4.9798 5.8030 -4.0805 0.0789
H 3.9215 7.2229 -4.3997 0.1076
H 5.4470 7.1035 -5.2177 0.1115
C -4.0945 -8.1682 -1.7160 -0.0877
O -5.2344 -7.3912 -1.3073 -0.2171
P -5.6490 -5.8858 -1.8326 0.5189
O -6.6752 -5.0994 -1.0806 -0.2288
O -4.2561 -5.0446 -2.1038 -0.2425
C -3.9330 -3.8840 -1.4552 -0.1601
O -6.0881 -6.1998 -3.3492 -0.2181
C -6.3723 -5.1676 -4.2682 -0.1139
H -3.4368 -7.7698 -2.4886 0.0784
H -4.4584 -9.0989 -2.1513 0.0954
H -3.5734 -8.3120 -0.7695 0.0936
H -3.0250 -4.1203 -0.9005 0.0811
H -4.7422 -3.3924 -0.9151 0.1005
H -3.6057 -3.1487 -2.1902 0.0588
H -5.9237 -4.1912 -4.0853 0.0745
H -7.4230 -4.9324 -4.4378 0.0971
H -5.9718 -5.6008 -5.1847 0.0921
C 0.5292 4.1925 -0.6377 -0.1334
O 1.3550 4.9769 0.1815 -0.1938
P 2.8599 4.4710 0.4684 0.4972
O 3.8114 5.4609 1.0427 -0.2368
O 2.5871 3.1818 1.4378 -0.2555
C 2.8961 3.2027 2.8599 -0.0587
O 3.4742 3.7121 -0.8701 -0.2531
C 4.2216 4.3168 -1.9205 -0.0968
H 0.0616 4.6812 -1.4925 0.0919
H -0.2480 3.8864 0.0625 0.0928
H 0.9073 3.1909 -0.8422 0.0544
H 3.7327 2.5082 2.9364 0.0928
H 1.9849 2.8671 3.3552 0.0803
H 3.1251 4.2051 3.2218 0.0856
H 4.1422 5.4006 -1.8359 0.0883
H 3.8117 3.8606 -2.8216 0.0625
H 5.3005 4.1862 -1.8372 0.0991
```


(4)
This record from the OMol25 dataset describes 11 unconnected molecules or ions with the total composition C35H96N4O13. The level of theory is ωB97M-V/def2-TZVPD.

Values from the calculation:
SMILES = COC[C@H](C)N.COC[C@H](C)N.COC[C@H](C)N.COC[C@H](C)N.CC(C)O.CC(C)O.CC(C)O.CC(C)O.CC(C)O.OCCO.OCCO
highest occupied orbital energy = -9.03 eV
orbital gap = 0.351 hartree

Structure (XYZ):
```
148
Properties=species:S:1:pos:R:3:lowdin_charge:R:1
C 2.9099 -3.9682 -5.7509 -0.0852
C 1.8161 -3.0239 -5.4382 -0.4962
C 0.5018 -3.6064 -4.8738 -0.0415
O 2.5225 -2.1860 -4.4768 -0.1130
H 3.8010 -3.3226 -5.9701 0.0993
H 2.7987 -4.4021 -6.7181 0.0627
H 3.1803 -4.7605 -5.0366 0.0923
H 1.6434 -2.4229 -6.3356 0.1191
H 0.7631 -4.3833 -4.0824 0.0983
H -0.0689 -4.0523 -5.6932 0.0749
H -0.1377 -2.8946 -4.3047 0.0648
H 1.7681 -1.5188 -4.3106 0.0838
C -0.7122 0.4231 -0.1525 -0.0287
C -0.4119 -1.0485 -0.0901 -0.5406
C 0.3140 -1.4732 -1.3242 -0.0483
O 0.3474 -1.3444 1.0106 -0.0683
H 0.2572 0.9537 -0.1519 0.0932
H -1.2335 0.6884 0.7514 0.0517
H -1.3678 0.6138 -1.0035 0.0805
H -1.2925 -1.6777 0.0056 0.1443
H -0.2210 -1.0691 -2.2122 0.0571
H 0.4992 -2.5504 -1.3599 0.0836
H 1.4263 -1.1022 -1.3104 0.1077
H -0.2748 -1.3697 1.7688 0.0632
C -0.1608 0.3155 -6.4988 -0.0391
C -0.2611 1.1023 -5.2075 -0.5251
C -1.4941 1.8678 -4.9955 -0.0612
O 0.0103 0.2035 -4.1290 -0.0820
H -0.1063 0.9978 -7.3333 0.0742
H -1.0511 -0.3645 -6.6388 0.1031
H 0.7428 -0.3177 -6.4441 0.0699
H 0.5979 1.8294 -5.1759 0.1471
H -1.4516 2.6247 -4.1830 0.0835
H -2.4367 1.2208 -4.8975 0.1005
H -1.6748 2.4208 -5.9308 0.0854
H 0.4815 0.7688 -3.5076 0.0596
C -4.1090 -1.5590 -3.9513 -0.0542
C -3.6544 -1.5052 -2.5060 -0.4921
C -4.2886 -0.3406 -1.7837 -0.0464
O -3.9751 -2.6903 -1.7823 -0.0570
H -4.1525 -0.5982 -4.3854 0.0423
H -5.1600 -1.9165 -3.9667 0.0968
H -3.5148 -2.2204 -4.5911 0.0775
H -2.5827 -1.4472 -2.5457 0.1074
H -5.2509 -0.6055 -1.4398 0.0759
H -4.3409 0.5411 -2.4236 0.0903
H -3.7195 -0.0803 -0.9154 0.0405
H -3.3976 -3.4597 -1.9810 0.1050
C 5.3213 -1.4150 0.2914 -0.0634
C 3.9257 -2.0074 0.5650 -0.4316
C 4.0810 -3.2561 1.4877 -0.0591
O 3.1100 -0.9411 1.2136 -0.1113
H 5.7539 -1.1857 1.2848 0.0857
H 5.2424 -0.4650 -0.2006 0.0390
H 6.0696 -2.0672 -0.2178 0.0941
H 3.4780 -2.2335 -0.4041 0.1179
H 4.3694 -2.8294 2.4766 0.0871
H 4.8713 -3.9043 1.1131 0.0677
H 3.1799 -3.8875 1.6643 0.0736
H 2.2215 -1.3453 1.3637 0.0513
C -1.7272 -0.9600 4.5471 -0.1260
C -2.9190 -1.7497 4.0017 -0.2334
O -3.8975 -1.9631 5.0430 -0.1017
O -0.8756 -0.7626 3.3016 -0.1258
H -1.1651 -1.3623 5.3927 0.1157
H -1.9694 0.0791 4.7888 0.1038
H -2.5766 -2.7406 3.6562 0.1072
H -3.3795 -1.0784 3.2514 0.0878
H -3.6361 -2.9232 5.1954 0.0497
H -0.1723 -0.1808 3.5813 0.0768
C -1.5520 4.3165 -0.9813 -0.2506
C -0.8419 5.1392 0.0399 -0.2785
O -1.6439 5.9928 0.7715 -0.0176
O -2.5167 3.4581 -0.4443 -0.0651
H -0.7599 3.7865 -1.5377 0.0966
H -2.0584 4.8996 -1.6669 0.1056
H -0.1429 5.6838 -0.5270 0.1090
H -0.2792 4.4578 0.7486 0.1274
H -2.2690 5.4062 1.1848 0.0603
H -2.1951 3.0235 0.3800 0.0590
C -2.6137 -6.0363 3.2128 -0.0611
C -2.2069 -5.8545 4.6439 -0.3911
C -0.7546 -5.4285 4.9113 -0.1876
O -0.4671 -4.2001 4.2129 -0.1786
C 0.8115 -3.6733 4.4759 -0.1062
N -3.1388 -4.8936 5.3789 0.0461
H -3.6078 -6.4245 3.0887 0.0741
H -2.0258 -6.8181 2.7118 0.0928
H -2.4993 -5.1401 2.6784 0.0587
H -2.2466 -6.8826 5.2005 0.1582
H -0.1787 -6.2695 4.6303 0.1059
H -0.7110 -5.3206 6.0244 0.1353
H 1.5731 -4.4001 4.2713 0.0783
H 0.9408 -3.2050 5.4030 0.0698
H 1.0475 -2.9361 3.6732 0.0913
H -4.0848 -5.0105 5.0219 0.0833
H -3.2306 -5.1801 6.3182 0.0603
C 2.3504 2.1954 2.5783 -0.0532
C 2.9034 3.3779 1.8517 -0.4412
C 3.0373 4.6189 2.7656 -0.2128
O 1.7649 4.8981 3.3157 -0.2072
C 1.8943 5.9768 4.2573 -0.1032
N 4.2901 3.0660 1.5071 0.0424
H 3.0153 2.0408 3.4562 0.1073
H 2.4498 1.2890 1.9958 0.0513
H 1.3025 2.3224 2.7903 0.0650
H 2.3010 3.5967 0.9858 0.1068
H 3.3329 5.5157 2.1913 0.1319
H 3.7247 4.3552 3.6014 0.1317
H 1.5853 6.9431 3.7504 0.1060
H 2.8469 6.1027 4.7100 0.0640
H 1.2115 5.8110 5.0954 0.0815
H 4.7733 3.6400 0.7896 0.0819
H 4.3590 2.1315 1.1999 0.0383
C 5.4046 2.7800 -2.3948 -0.0681
C 4.9233 1.3917 -2.9027 -0.4003
C 3.4709 1.0411 -2.4811 -0.1264
O 2.5439 2.0594 -3.0893 -0.2316
C 1.9106 3.0676 -2.2323 -0.0711
N 5.2275 1.3612 -4.3758 0.0240
H 5.0804 3.6449 -3.0458 0.0957
H 6.4954 2.7857 -2.5267 0.0739
H 5.1855 2.9818 -1.3686 0.0297
H 5.5863 0.6262 -2.4421 0.1300
H 3.3907 0.9328 -1.4491 0.0801
H 3.1758 0.0488 -2.9391 0.1193
H 2.5796 3.3355 -1.3960 0.0717
H 1.0329 2.6318 -1.7404 0.0541
H 1.7434 3.9584 -2.8145 0.0863
H 5.0044 0.3964 -4.6493 0.0627
H 4.5274 1.8661 -4.9650 0.0826
C -5.4980 0.0569 2.0537 -0.0573
C -5.1572 1.5278 1.9177 -0.3871
C -3.8271 1.8222 2.6725 -0.2160
O -3.5314 3.1826 2.6764 -0.1668
C -2.1713 3.3923 2.9887 -0.0985
N -5.1850 1.8906 0.4987 0.0717
H -5.1304 -0.4394 2.9219 0.0366
H -4.9146 -0.4410 1.3096 0.0614
H -6.5843 -0.1273 1.9553 0.0970
H -5.9674 2.1565 2.3832 0.1553
H -2.9732 1.3318 2.2029 0.1064
H -3.9559 1.4159 3.6727 0.1251
H -2.0234 4.4088 3.3186 0.0994
H -1.5086 3.0865 2.1684 0.0689
H -1.8859 2.7442 3.8164 0.0871
H -5.3152 2.8449 0.4886 0.0348
H -4.3290 1.7548 -0.0229 0.0411
```


(5)
This record from the OMol25 dataset describes a molecular structure, C20H17F6N3O7S2Tc. The level of theory is ωB97M-V/def2-TZVPD.

Values from the calculation:
2S+1 = 2
highest occupied orbital energy (spin up / spin down) = -6.63 / -7.05 eV
orbital gap (spin up / spin down) = 0.218 / 0.226 hartree

Structure (XYZ):
```
56
Properties=species:S:1:pos:R:3:lowdin_charge:R:1
Tc 0.3715 -0.3969 -0.0659 1.3732
O -0.2317 0.4737 1.6263 -0.2135
C -1.3303 -0.0047 2.1575 -0.3463
C -2.2940 0.8849 2.6631 -0.0139
C -3.4287 0.4333 3.2990 -0.0687
C -3.6449 -0.9308 3.4873 -0.0927
C -2.7211 -1.8320 3.0131 -0.0370
C -1.5803 -1.4089 2.3113 -0.1420
C -0.6519 -2.3822 1.8363 -0.0558
N 0.2266 -2.1046 0.9262 -0.1575
C 1.2789 -3.0315 0.5758 -0.1792
C 2.6017 -2.2464 0.4755 -0.1718
N 2.3097 -0.8621 0.1518 -0.1360
C 3.2685 0.0246 0.4546 -0.0890
C 3.2391 1.4197 0.3198 -0.1247
C 4.3349 2.1364 0.8837 -0.0252
C 4.4527 3.4980 0.8215 -0.0816
C 3.4955 4.2442 0.1399 -0.0505
C 2.4175 3.5881 -0.4394 -0.0109
C 2.2488 2.2202 -0.3257 -0.1559
O 1.1320 1.6254 -0.9223 -0.0579
H -2.1202 1.9422 2.5347 0.1097
H -4.1617 1.1482 3.6394 0.1056
H -4.5344 -1.2721 3.9940 0.0992
H -2.8698 -2.8949 3.1464 0.1135
H -0.6966 -3.3807 2.2641 0.1429
H 1.0304 -3.4671 -0.3938 0.0947
H 1.3419 -3.8364 1.3123 0.1267
H 3.2388 -2.6961 -0.2947 0.1286
H 3.1351 -2.2750 1.4353 0.1212
H 4.1734 -0.3665 0.9107 0.1206
H 5.0945 1.5559 1.3815 0.1111
H 5.2920 3.9927 1.2867 0.1067
H 3.5921 5.3146 0.0537 0.1085
H 1.7020 4.1677 -1.0044 0.1239
F 0.0070 -4.1510 -3.5727 0.1405
C -1.1064 -3.4143 -3.5245 -0.6576
F -1.0678 -2.5377 -4.5225 0.1453
F -2.1438 -4.2196 -3.7208 0.1549
S -1.1909 -2.5087 -1.8756 0.6185
O -0.0164 -1.6524 -1.9366 -0.3823
O -1.1666 -3.5534 -0.9065 -0.2627
N -2.5656 -1.7822 -1.9816 -0.2652
S -2.7011 -0.2517 -1.6702 0.6267
O -1.6926 0.2199 -0.7475 -0.3805
O -4.0315 0.1451 -1.3785 -0.2270
C -2.2774 0.5059 -3.3409 -0.6655
F -2.9799 -0.1521 -4.2651 0.1359
F -0.9882 0.3261 -3.6106 0.1332
F -2.5821 1.7916 -3.4447 0.1551
C -0.6035 3.1310 -0.0844 0.0241
C 0.0671 2.4622 -1.2439 -0.5113
O -0.2815 2.5410 -2.3836 0.1592
H -0.8596 4.1586 -0.3333 0.1044
H 0.0015 3.0809 0.8162 0.0906
H -1.5326 2.5801 0.0722 0.0876
```


(6)
This record from the OMol25 dataset describes CHO3PS in the gas phase. The level of theory is ωB97M-V/def2-TZVPD.

Values from the calculation:
2S+1 = 3
highest occupied orbital energy (spin up / spin down) = -9.06 / -10.05 eV
orbital gap (spin up / spin down) = 0.322 / 0.267 hartree

Structure (XYZ):
```
7
Properties=species:S:1:pos:R:3:lowdin_charge:R:1
C -0.1162 -1.4264 -0.1009 -0.0830
O -0.4598 0.0989 2.4272 -0.2799
O 1.2259 1.5612 -1.7978 -0.4839
O -0.5053 1.2062 0.0694 -0.6065
P -0.2536 -0.2013 1.0282 0.6464
S -0.1412 1.1080 -1.5195 0.8855
H 0.2503 -2.3466 -0.1065 -0.0786
```


(7)
This record from the OMol25 dataset describes a molecular structure, C19H29CsN3OTa. The level of theory is ωB97M-V/def2-TZVPD.

Values from the calculation:
highest occupied orbital energy = -13.81 eV
net charge = +2
orbital gap = 0.236 hartree

Structure (XYZ):
```
54
Properties=species:S:1:pos:R:3:lowdin_charge:R:1
N 0.1568 0.5097 -2.2446 -0.2054
C 0.4199 1.7187 -2.4774 -0.4509
O 0.4905 2.5885 -3.3323 -0.0391
Cs 0.0315 0.5364 -5.0869 1.2402
Ta 0.1364 -0.6517 -0.6905 1.6576
N 1.9647 -1.2960 -0.5233 -0.2713
N -1.4072 -1.8161 -0.9143 -0.2626
C 3.2349 -0.7136 -1.0547 -0.6355
C -2.8433 -1.4306 -0.7984 -0.6446
C 3.1389 -0.6564 -2.5772 -0.0523
C 4.4378 -1.5575 -0.6401 -0.0363
C 3.3770 0.6969 -0.4747 -0.0310
C -3.7317 -2.5396 -1.3729 -0.0403
C -3.1618 -1.2286 0.6864 -0.0336
C -3.0804 -0.1388 -1.5676 -0.0575
H 2.8824 -1.6443 -2.9895 0.0980
H 4.1124 -0.3478 -2.9941 0.1084
H 2.3894 0.0697 -2.9241 0.0228
H 4.5916 -1.5426 0.4443 0.0904
H 5.3419 -1.1361 -1.0979 0.1062
H 4.3422 -2.5932 -0.9820 0.1008
H 2.5697 1.3715 -0.7971 0.0586
H 4.3352 1.1304 -0.8036 0.1080
H 3.3639 0.6551 0.6240 0.1012
H -3.4045 -2.8230 -2.3803 0.0964
H -4.7653 -2.1688 -1.4484 0.1064
H -3.7429 -3.4318 -0.7345 0.0937
H -3.0235 -2.1640 1.2393 0.0919
H -4.2049 -0.8959 0.7929 0.1076
H -2.5118 -0.4642 1.1325 0.0492
H -2.5266 0.7169 -1.1604 0.0655
H -4.1518 0.1032 -1.4921 0.1072
H -2.8338 -0.2548 -2.6306 0.0786
C -1.0723 -3.2358 -0.6692 -0.1197
H -0.0438 -3.4573 -0.9827 0.0693
H -1.1743 -3.5282 0.3914 0.1030
H -1.7392 -3.8701 -1.2667 0.0866
C 2.0197 -2.3257 0.5421 -0.1214
H 2.8019 -2.0817 1.2790 0.1001
H 1.0634 -2.3796 1.0950 0.0727
H 2.2142 -3.3242 0.1144 0.1002
C -0.2758 0.5940 0.8366 -0.1686
C -0.4881 1.5924 1.5837 -0.0419
C -0.6577 2.6825 2.4452 -0.2468
C -1.0703 2.4631 3.7890 -0.0109
C -1.2183 3.5344 4.6638 -0.0501
C -0.9654 4.8456 4.2306 -0.0346
C -0.5622 5.0804 2.9066 -0.0551
C -0.4123 4.0227 2.0116 -0.0134
H -1.2655 1.4416 4.1238 0.1243
H -1.5336 3.3506 5.6956 0.1216
H -1.0814 5.6797 4.9251 0.1214
H -0.3636 6.1055 2.5739 0.1202
H -0.1031 4.2084 0.9814 0.1146
```